The following is a DFT calculation (ωB97M-V/def2-TZVPD) of the molecule H2N3PS at a distorted geometry.

The total charge is 0. The value obtained for the HOMO-LUMO gap (alpha / beta) is 7.0 / 7.0 eV. The value obtained for the calculated total energy is -24621.4799 eV. As for the highest occupied orbital energy (alpha / beta): -8.91 / -8.90 eV.

Each line ends with the natural charge from an NBO analysis.
Geometry (Å):
S (-1.799597, 1.240934, -1.840008)  -0.46
P (-1.335437, 1.342381, 0.389284)  0.89
N (-0.424898, -0.050690, 0.353396)  -0.52
N (0.847163, -0.213450, 1.018259)  -0.32
N (0.816183, -0.128143, -0.413642)  -0.26
H (1.173640, -1.115545, 1.285337)  0.35
H (0.722946, -1.075488, -0.792625)  0.33

Cartesian forces, eV/Å:
0.8 0.6 5.0
-1.4 0.0 -5.2
1.7 -1.5 0.4
0.6 2.3 0.0
-1.0 0.0 -0.5
-1.1 -1.5 0.4
0.4 0.0 -0.1

The following is a DFT calculation (ωB97M-V/def2-TZVPD) of the molecule H2NO2P at a distorted geometry.

The total charge is 0. The value obtained for the HOMO-LUMO gap is 9.9 eV. The value obtained for the calculated total energy is -14904.8627 eV. As for the highest occupied orbital energy: -10.09 eV.

Each line ends with the natural charge from an NBO analysis.
Geometry (Å):
N (0.025651, 0.289752, 0.316652)  -0.52
O (1.078598, -0.260572, 1.158459)  -0.71
P (1.632589, -1.816752, 1.085947)  1.52
O (2.681499, -1.852739, 2.052427)  -1.01
H (0.306234, -0.113871, -0.709369)  0.35
H (0.129484, 1.297407, 0.464433)  0.37

Cartesian forces, eV/Å:
0.9 -2.6 -2.3
0.1 -0.1 0.0
-2.3 1.3 -1.6
1.9 -0.4 1.7
-1.0 2.2 3.0
0.4 -0.5 -0.7

The following is a DFT calculation (ωB97M-V/def2-TZVPD) of a cluster of 2 separate species, H2NO2P in total at a distorted geometry.

The total charge is 0. The value obtained for the HOMO-LUMO gap (alpha / beta) is 7.6 / 7.5 eV. The value obtained for the calculated total energy is -14900.0689 eV. As for the highest occupied orbital energy (alpha / beta): -8.32 / -8.24 eV.

Each line ends with the natural charge from an NBO analysis.
Geometry (Å):
N (1.649564, 1.093598, -0.434623)  0.01
O (-1.440952, 0.150704, 0.405027)  -0.96
O (1.823482, -0.045111, -0.140251)  -0.42
P (1.814294, -1.557509, 0.103803)  0.41
H (-2.051831, 0.993041, 0.190709)  0.48
H (-1.794558, -0.634723, -0.124666)  0.48

Cartesian forces, eV/Å:
0.2 0.7 0.0
-2.4 1.2 -1.5
-0.5 1.3 -0.5
0.2 -1.9 0.5
2.0 -3.2 0.5
0.5 1.9 1.0

The following is a DFT calculation (ωB97M-V/def2-TZVPD) of a cluster of 2 separate species, H2NO3PS in total at a distorted geometry.

The total charge is -2. The value obtained for the HOMO-LUMO gap (alpha / beta) is 6.5 / 6.5 eV. The value obtained for the calculated total energy is -27789.0313 eV. As for the highest occupied orbital energy (alpha / beta): -0.39 / -0.39 eV.

Each line ends with the natural charge from an NBO analysis.
Geometry (Å):
N (0.750467, 0.497469, 0.321893)  -1.00
O (-1.720610, 1.201969, 1.254315)  -1.21
O (-0.429763, -0.762010, 2.290800)  -1.21
O (-1.342325, -1.104957, -0.038388)  -1.08
P (-0.763468, 0.006159, 1.081978)  2.38
S (0.898577, -0.157839, -2.109028)  -0.72
H (0.505528, 1.269553, -0.228055)  0.34
H (-0.501844, -0.952937, -0.627621)  0.50

Cartesian forces, eV/Å:
0.0 -2.0 -1.4
1.2 -1.1 -0.7
0.6 -0.7 1.6
2.3 1.6 -0.4
-1.7 0.8 -0.8
0.1 0.4 2.3
-0.4 2.0 -0.7
-2.1 -1.0 0.2

The following is a DFT calculation (ωB97M-V/def2-TZVPD) of a cluster of 2 separate species, H2NO3S in total at a distorted geometry.

The total charge is -1. The value obtained for the HOMO-LUMO gap (alpha / beta) is 8.9 / 4.5 eV. The value obtained for the calculated total energy is -18498.6570 eV. As for the highest occupied orbital energy (alpha / beta): -5.14 / -2.56 eV.

Each line ends with the natural charge from an NBO analysis.
Geometry (Å):
N (2.043316, 2.093648, 0.161364)  -0.58
O (-2.338412, -0.804562, -0.884660)  -1.00
O (-0.526949, -2.565776, -1.168024)  -1.00
O (-1.194393, -1.818230, 1.103835)  -1.00
S (-1.195416, -1.533311, -0.301882)  2.00
H (1.847110, 3.085254, 0.484336)  0.28
H (1.364744, 1.542978, 0.605029)  0.30

Cartesian forces, eV/Å:
1.4 2.5 -0.6
-0.5 -1.0 0.3
-1.4 0.5 0.8
-0.9 -0.9 2.0
2.8 1.5 -3.1
0.1 -1.3 -0.4
-1.5 -1.2 0.9

The following is a DFT calculation (ωB97M-V/def2-TZVPD) of a cluster of 2 separate species, H2NO3S2 in total at a distorted geometry.

The total charge is -1. The value obtained for the HOMO-LUMO gap (alpha / beta) is 6.2 / 7.1 eV. The value obtained for the calculated total energy is -29335.3574 eV. The spin multiplicity is 3. The expectation value of S² is 2.006. As for the highest occupied orbital energy (alpha / beta): -2.99 / -5.35 eV.

Each line ends with the Löwdin spin population.
Geometry (Å):
N (2.243924, 0.631442, -0.271420)  0.32
O (-1.126939, 0.369968, -0.106717)  0.18
O (-3.163714, -0.666274, -0.922372)  0.18
O (-2.612735, -0.772374, 1.446884)  0.19
S (3.367512, -0.013447, 0.822201)  0.68
S (-2.143832, -0.606161, 0.076545)  0.45
H (1.306317, 0.862567, 0.140437)  0.00
H (2.129466, 0.194282, -1.185559)  0.00

Cartesian forces, eV/Å:
-0.6 -0.5 1.4
2.3 2.8 -0.4
-1.9 0.5 -1.8
-0.4 0.4 0.8
-1.0 0.6 -1.3
0.3 -3.6 1.4
1.1 -0.2 -0.6
0.3 0.1 0.4

The following is a DFT calculation (ωB97M-V/def2-TZVPD) of the molecule H2NO4P at a distorted geometry.

The total charge is 0. The value obtained for the HOMO-LUMO gap is 9.5 eV. The value obtained for the calculated total energy is -18996.3931 eV. As for the highest occupied orbital energy: -9.72 eV.

Each line ends with the natural charge from an NBO analysis.
Geometry (Å):
O (-1.383496, 0.486367, 1.487025)  -1.04
P (-2.267077, 0.811206, 0.362407)  1.56
O (-1.620911, -0.088219, -0.724743)  -0.73
N (-0.466480, -0.959020, -0.803611)  0.38
O (-0.481080, -2.080891, 0.097192)  -0.56
O (0.644733, -0.176803, -0.507670)  -0.53
H (0.473266, -2.255680, 0.389443)  0.47
H (0.900524, -0.542361, 0.484909)  0.45

Cartesian forces, eV/Å:
-0.4 1.0 1.8
0.9 -0.1 1.7
-0.4 -1.8 -2.6
1.5 -0.4 -1.5
0.4 0.8 0.7
0.6 -2.1 3.8
-1.8 0.5 -0.9
-0.8 2.2 -3.1

The following is a DFT calculation (ωB97M-V/def2-TZVPD) of the ion H2NO5PS with charge -2 at a distorted geometry.

The total charge is -2. The value obtained for the HOMO-LUMO gap is 7.6 eV. The value obtained for the calculated total energy is -31885.5360 eV. As for the highest occupied orbital energy: -0.78 eV.

Each line ends with the natural charge from an NBO analysis.
Geometry (Å):
N (-1.550427, 0.310092, -0.510967)  -1.21
P (0.037558, 1.010067, -0.427670)  2.06
O (0.020612, 2.180694, 0.497694)  -1.17
O (0.591969, 1.159743, -1.802085)  -1.17
S (0.827082, -0.797013, 0.510389)  1.88
O (0.172300, -0.965238, 1.821114)  -1.04
O (2.593057, -0.621175, 0.672602)  -1.06
O (0.454662, -1.888681, -0.406605)  -1.05
H (-1.835910, 0.244313, 0.461655)  0.37
H (-1.310903, -0.632803, -0.816127)  0.39

Cartesian forces, eV/Å:
0.6 0.4 -0.1
-0.5 1.2 -0.6
-0.1 -0.4 0.3
0.0 -0.4 0.1
6.3 -0.1 1.3
0.2 0.3 -0.2
-6.1 -0.7 -0.5
0.2 0.1 -0.2
-0.1 -0.2 0.0
-0.5 -0.2 0.0

The following is a DFT calculation (ωB97M-V/def2-TZVPD) of a cluster of 2 separate species, H2NOS in total at a distorted geometry.

The total charge is -1. The value obtained for the HOMO-LUMO gap is 7.0 eV. The value obtained for the calculated total energy is -14403.5529 eV. As for the highest occupied orbital energy: -2.94 eV.

Each line ends with the natural charge from an NBO analysis.
Geometry (Å):
N (0.656352, 0.258272, 1.438500)  -0.05
O (0.020241, -0.582195, 2.110323)  -0.36
S (0.742221, 0.278447, -1.524412)  -1.01
H (0.070956, 0.467624, 0.663158)  0.33
H (2.014496, -0.015650, -1.110632)  0.10

Cartesian forces, eV/Å:
-0.6 -2.2 3.1
1.4 1.4 -0.9
0.6 -0.2 -0.1
-0.8 0.9 -1.8
-0.6 0.2 -0.2

The following is a DFT calculation (ωB97M-V/def2-TZVPD) of the molecule H2NPS2 at a distorted geometry.

The total charge is 0. The value obtained for the HOMO-LUMO gap is 8.4 eV. The value obtained for the calculated total energy is -32481.5008 eV. As for the highest occupied orbital energy: -9.06 eV.

Each line ends with the natural charge from an NBO analysis.
Geometry (Å):
S (-0.366244, 1.414045, 1.900227)  -0.45
P (0.360492, -0.296342, 1.570467)  0.84
N (0.205288, -0.742913, -0.087886)  -1.08
S (0.044052, 0.175349, -1.597857)  0.16
H (0.690152, -1.536747, -0.440001)  0.40
H (-0.933740, 0.986608, -1.344951)  0.12

Cartesian forces, eV/Å:
-0.2 0.5 -0.2
0.1 -1.1 -1.2
-0.3 1.9 -0.1
1.2 -0.8 0.3
0.4 -1.1 0.5
-1.1 0.6 0.7